# 1
{
  "formula": "C24H37BBrF9N2O16S2",
  "method": "ωB97M-V/def2-TZVPD",
  "symbols": ["C", "C", "O", "N", "C", "C", "C", "C", "C", "C", "O", "S", "O", "O", "C", "B", "O", "O", "S", "C", "O", "O", "C", "Br", "C", "O", "N", "O", "H", "H", "H", "H", "H", "H", "H", "H", "H", "H", "H", "H", "H", "H", "H", "H", "H", "H", "H", "H", "H", "H", "C", "C", "O", "C", "O", "C", "F", "F", "F", "H", "H", "H", "H", "H", "C", "C", "O", "C", "O", "C", "F", "F", "F", "H", "H", "H", "H", "H", "C", "C", "O", "C", "O", "C", "F", "F", "F", "H", "H", "H", "H", "H"],
  "positions_angstrom": [[7.82452, 2.51892, 2.16603], [7.05960, 1.50815, 2.99096], [7.52618, 1.00015, 3.99025], [5.77824, 1.20463, 2.55341], [5.31959, -0.16854, 2.81179], [4.49675, -0.28182, 4.11476], [3.09929, -0.91028, 3.94052], [1.93240, 0.10434, 4.04906], [1.38399, 0.44000, 2.63233], [0.30100, -0.57640, 2.26350], [-1.03949, -0.10213, 2.38722], [-1.48168, 1.08881, 1.44317], [-1.93895, 0.63668, 0.17685], [-2.38764, 1.85511, 2.21805], [0.10249, 2.03223, 1.16386], [0.93962, 1.44228, -0.12850], [0.37277, 0.77043, -1.16739], [2.28012, 1.71573, -0.17417], [-0.42361, 3.70465, 0.49839], [0.98518, 4.75534, 0.45744], [-0.70856, 3.36350, -0.87498], [-1.48100, 4.37666, 1.17874], [0.91120, 1.91206, 2.51578], [2.59519, 2.94366, 2.60572], [0.14421, 2.30920, 3.78546], [-0.54685, 3.52043, 3.57093], [-1.51746, 3.70779, 4.58716], [-1.79053, 4.82863, 4.68851], [7.21153, 3.38460, 1.91329], [8.68597, 2.86496, 2.72654], [8.17066, 2.06551, 1.23671], [5.66678, 1.47994, 1.58751], [6.17803, -0.83580, 2.86884], [4.70114, -0.45390, 1.96049], [4.43212, 0.71720, 4.54216], [5.07270, -0.88613, 4.81266], [2.98344, -1.64775, 4.73462], [3.05024, -1.46319, 2.99854], [1.15637, -0.37034, 4.64708], [2.33637, 0.98697, 4.53175], [2.23145, 0.26541, 1.97372], [0.38343, -1.46615, 2.87995], [0.43169, -0.92990, 1.23370], [-0.08701, -0.04068, -0.94246], [2.75650, 0.93409, -0.47385], [1.21690, 5.10279, 1.45953], [0.67009, 5.58420, -0.16965], [1.85507, 4.23735, 0.06572], [0.87254, 2.49973, 4.57182], [-0.51965, 1.52540, 4.15274], [-5.63490, -5.61164, 0.20654], [-6.42727, -4.51435, 0.88079], [-5.58460, -3.66814, 1.69532], [-4.86746, -2.77089, 1.04225], [-4.84494, -2.58392, -0.13543], [-4.05290, -1.92149, 2.04114], [-3.42232, -2.69602, 2.93619], [-4.86073, -1.09526, 2.70985], [-3.14272, -1.19977, 1.40275], [-5.08778, -6.19539, 0.94739], [-6.30747, -6.27392, -0.33747], [-4.91238, -5.20008, -0.49685], [-7.15527, -4.93102, 1.57263], [-6.96321, -3.90062, 0.15771], [-6.51575, -1.02614, -3.83926], [-6.08006, -1.57530, -5.17746], [-5.55285, -2.91570, -5.04555], [-6.44176, -3.88105, -4.91522], [-7.63087, -3.78082, -4.91025], [-5.71556, -5.24064, -4.80247], [-4.71177, -5.18587, -3.92226], [-5.20806, -5.58827, -5.99124], [-6.55857, -6.18978, -4.41381], [-5.69138, -1.07080, -3.12693], [-6.83842, 0.00921, -3.94112], [-7.34137, -1.60601, -3.42902], [-5.26153, -0.99068, -5.59017], [-6.89216, -1.57226, -5.90378], [3.49256, 2.52839, -6.28913], [2.74492, 2.45904, -4.97724], [2.95844, 1.19294, -4.31012], [4.10106, 1.05091, -3.67537], [4.99187, 1.83836, -3.57210], [4.12895, -0.33031, -2.98458], [3.73817, -1.30752, -3.79608], [3.28387, -0.30883, -1.92869], [5.33975, -0.61926, -2.53081], [3.21481, 1.69121, -6.92988], [3.25270, 3.45902, -6.80169], [4.56958, 2.48759, -6.13223], [1.67112, 2.51025, -5.13668], [3.02334, 3.27026, -4.30587]],
  "forces_ev_per_a": [[-0.1142, 0.2026, 0.0657], [-0.0844, 0.1447, 0.4396], [-0.0506, -0.1214, -0.1902], [0.9233, -0.3321, -0.6629], [-0.4835, 0.4269, 0.4287], [0.2321, -0.2310, -0.4694], [0.0563, 0.1703, 0.6475], [0.5039, -0.6519, -0.7312], [0.0842, -0.0106, 1.2803], [0.2715, -0.4137, -1.1314], [0.5692, 0.2362, 0.4297], [-0.6391, 1.3980, -0.5787], [0.5164, -0.5670, -0.2527], [0.0138, -0.0062, 0.4812], [0.4743, -0.1525, 0.8481], [-0.4419, 0.2508, -0.4510], [1.0178, -0.7278, 0.3409], [-0.1011, -0.0251, 0.7115], [-1.1550, 0.2934, -1.2370], [0.5228, -0.0723, 0.7273], [0.4994, -0.2609, -0.1171], [0.2230, -0.0462, 0.6467], [-0.2632, -0.4152, -0.2438], [-0.0534, 0.1965, -0.1269], [0.0959, 0.1313, 0.3572], [0.3275, 0.3241, 0.0229], [0.1324, -0.1815, 0.1222], [-0.2139, 0.0961, -0.1678], [-0.0984, -0.0496, -0.0514], [0.0501, -0.0730, 0.0716], [-0.0323, -0.0597, -0.0222], [-0.2664, 0.1090, 0.0354], [0.0545, -0.0263, -0.1184], [0.0294, -0.0635, -0.0526], [-0.0873, 0.0056, 0.0791], [0.0126, 0.0481, 0.1051], [-0.0999, -0.0959, -0.0442], [-0.0350, -0.0705, -0.0074], [-0.2158, 0.4179, 0.1615], [-0.2478, 0.0617, 0.2175], [-0.1335, 0.3192, -0.3412], [-0.1910, 0.0267, 0.1723], [0.0133, 0.0358, -0.0355], [-0.8147, 0.2710, -0.1244], [0.0904, 0.2746, -0.6703], [-0.1344, 0.1036, 0.0386], [-0.1024, -0.0426, -0.1478], [-0.0736, -0.0352, -0.2422], [0.0810, -0.2242, 0.0213], [-0.2264, 0.0032, -0.3075], [0.2382, 0.0855, 0.0447], [-0.2712, -0.2346, -0.1416], [-0.0173, -0.0360, 0.0794], [-0.0853, -0.0125, 0.1374], [0.0483, 0.0757, -0.2547], [0.0787, -0.0004, 0.0710], [0.0310, -0.0606, 0.0056], [-0.0815, 0.0313, 0.0157], [-0.4512, -0.4330, -0.0224], [-0.0737, -0.0507, 0.0139], [-0.0225, -0.0013, 0.0126], [-0.0621, 0.0168, -0.0519], [0.0671, 0.0605, 0.1105], [0.1151, 0.0881, -0.0165], [0.0312, -0.2085, 0.2051], [-0.0938, 0.4022, -0.0567], [0.1044, 0.0171, -0.0618], [0.1260, 0.0060, -0.0328], [-0.2011, -0.0384, 0.0103], [-0.0074, 0.0169, 0.0537], [0.0459, 0.0059, 0.0456], [0.0250, -0.0027, -0.0673], [-0.0641, -0.0416, 0.0094], [0.0202, 0.0879, -0.0165], [0.0275, 0.0115, -0.0413], [-0.0522, 0.0346, -0.0574], [0.1044, -0.1259, 0.0229], [-0.0470, -0.1694, 0.0475], [0.1571, -0.2152, 0.0302], [-0.1603, 0.3500, -0.1726], [-0.0708, -0.0566, -0.0539], [-0.1310, -0.0410, 0.0278], [0.1802, 0.1012, 0.0529], [0.0481, -0.0217, -0.1043], [-0.0571, -0.0302, -0.0306], [0.0046, -0.1702, 0.0682], [0.0681, 0.0614, 0.0635], [-0.0738, 0.0482, -0.0307], [-0.0277, 0.0054, 0.0041], [-0.0027, 0.0756, 0.0278], [-0.0191, -0.1372, 0.0647], [0.1154, -0.0850, 0.0621]],
  "energy_ha": -6544.1023,
  "gap_ev": 10.003,
  "lumo_energy_ev": 0.07,
  "homo_ev": -9.9378,
  "multiplicity": 1
}

=====

# 2
{
  "formula": "C23H42GdN2OS4",
  "method": "ωB97M-V/def2-TZVPD",
  "symbols": ["Gd", "C", "C", "S", "C", "C", "S", "C", "C", "S", "H", "H", "H", "H", "H", "H", "H", "H", "H", "H", "H", "H", "N", "C", "C", "C", "N", "H", "H", "H", "H", "H", "H", "H", "H", "H", "H", "O", "S", "C", "C", "C", "C", "H", "H", "H", "H", "H", "H", "H", "H", "C", "C", "C", "C", "C", "C", "C", "C", "C", "C", "H", "H", "H", "H", "H", "H", "H", "H", "H", "H", "H", "H"],
  "positions_angstrom": [[-12.42359, -2.77676, 13.51623], [-10.70131, 0.22778, 11.17316], [-11.21116, -0.85376, 10.24271], [-12.83228, -1.53616, 10.65257], [-14.00528, -0.16811, 10.41416], [-14.14526, 0.77735, 11.59219], [-14.12740, -0.07261, 13.18023], [-13.01813, 0.94359, 14.20616], [-11.62059, 1.22883, 13.64540], [-10.75656, -0.19511, 12.94174], [-9.62574, 0.36789, 11.01002], [-11.20710, 1.18103, 10.99081], [-11.30641, -0.48469, 9.21528], [-10.54517, -1.71653, 10.25597], [-13.67714, 0.37322, 9.51891], [-14.96527, -0.65600, 10.17397], [-13.40036, 1.58597, 11.53334], [-15.14149, 1.24100, 11.56429], [-13.57847, 1.88426, 14.38057], [-12.94310, 0.39059, 15.15672], [-11.66981, 2.06067, 12.93502], [-10.96434, 1.51144, 14.48250], [-13.63857, -4.60253, 12.15567], [-15.11254, -4.68686, 12.04816], [-15.79477, -4.88090, 13.41500], [-16.13302, -3.54436, 14.08679], [-14.90322, -2.85219, 14.59617], [-13.24384, -4.47116, 11.23121], [-13.29553, -5.50772, 12.48796], [-15.39178, -5.53006, 11.40355], [-15.48970, -3.77283, 11.55609], [-15.16779, -5.49447, 14.09395], [-16.73577, -5.41870, 13.23217], [-16.83277, -3.74553, 14.92425], [-16.64718, -2.87458, 13.38266], [-14.72673, -3.23883, 15.52267], [-15.14266, -1.87511, 14.74650], [-10.94150, -3.53992, 11.97232], [-10.43741, -5.11859, 11.84681], [-8.86891, -5.13000, 10.87665], [-7.77603, -5.77304, 11.76265], [-8.42216, -6.33268, 13.06524], [-9.58555, -5.41668, 13.41855], [-8.67565, -4.09498, 10.57994], [-9.10820, -5.72730, 9.98954], [-7.03442, -5.00621, 12.03896], [-7.22454, -6.54577, 11.19236], [-7.68547, -6.37668, 13.87994], [-8.78976, -7.35953, 12.89857], [-9.24175, -4.46542, 13.84206], [-10.31162, -5.87863, 14.09335], [-10.63015, -5.14305, 16.62121], [-11.34652, -3.78158, 16.80744], [-12.82078, -4.10234, 17.09633], [-11.25043, -3.02092, 15.54139], [-10.65732, -3.01772, 17.96791], [-9.27415, -2.80201, 17.87376], [-8.58025, -2.24281, 18.94133], [-9.26774, -1.87618, 20.11539], [-10.64183, -2.11275, 20.20583], [-11.34640, -2.68872, 19.13879], [-11.18193, -5.77187, 15.91471], [-10.57406, -5.68451, 17.58502], [-9.61613, -5.00188, 16.24678], [-13.28377, -4.61016, 16.22582], [-13.40040, -3.19997, 17.32197], [-12.90882, -4.75520, 17.96733], [-10.39290, -2.31192, 15.50164], [-8.75972, -3.04291, 16.94598], [-7.51922, -2.03950, 18.85356], [-8.74974, -1.41238, 20.94505], [-11.17992, -1.82441, 21.09839], [-12.41151, -2.86576, 19.19420]],
  "forces_ev_per_a": [[0.0832, 0.2460, -1.6305], [0.5275, 0.0442, -0.0553], [-0.4091, 0.0151, -0.2378], [-0.2052, -0.5607, -0.1644], [0.3086, -0.4523, -0.4686], [-0.5066, 0.6880, -0.0753], [0.3975, -0.1240, 0.5782], [-0.5221, 0.3134, 0.1004], [-0.0218, 0.1143, 0.5376], [-0.2458, -0.0993, 0.0595], [-0.2988, 0.1517, -0.3547], [0.0952, -0.1650, 0.2205], [0.3356, 0.0459, 0.1537], [-0.1537, -0.0504, -0.0036], [-0.2572, 0.0067, 0.1341], [0.4018, 0.1786, 0.1263], [-0.1967, -0.3910, 0.3114], [0.3754, 0.1160, -0.2362], [0.5908, -0.3863, 0.1775], [-0.1069, 0.2210, -0.2687], [0.2772, -0.2449, 0.0835], [-0.4028, 0.3013, -0.2352], [-0.5095, -0.1575, 0.5772], [-0.1117, -0.3506, 0.0468], [-0.0079, 0.5315, -0.3170], [-0.0502, -0.2834, 0.4529], [-0.3995, -0.3874, 0.0069], [0.3213, -0.0082, -0.0757], [0.0121, 0.1900, -0.2752], [0.0627, 0.1635, 0.0072], [0.1849, -0.2756, 0.2362], [-0.3034, 0.1782, -0.3556], [0.2497, 0.0726, 0.2297], [0.3126, 0.2571, -0.3925], [0.1877, -0.2166, 0.1351], [0.1459, 0.1434, -0.0727], [0.0081, -0.0606, 0.0874], [-0.6024, 1.9013, 1.4597], [0.9234, -2.2068, -1.0024], [-0.7862, -0.4497, 0.3912], [0.2771, 0.1426, 0.0931], [0.1877, -0.3438, -0.4934], [-0.0492, 0.2710, -0.1528], [0.1659, -0.0895, 0.0565], [0.1531, 0.2140, 0.1164], [-0.2397, -0.1927, -0.0829], [-0.3668, 0.3224, 0.4012], [-0.1750, 0.0456, -0.1790], [0.1166, 0.4133, 0.0453], [-0.0388, -0.0065, 0.0575], [0.2271, 0.1225, -0.1389], [0.0403, -0.2397, 0.5083], [0.0213, 0.0043, 0.5217], [-0.1442, -0.0447, 0.1360], [0.1946, 0.9457, -0.8309], [-0.2685, -0.8534, -0.0496], [-0.2881, 0.3514, 0.4447], [-0.4796, 0.3420, 0.2592], [-0.3647, -0.4329, -0.6048], [0.1542, 0.0824, -0.3629], [0.9537, 0.2317, -0.2342], [0.0408, 0.1150, 0.1004], [-0.0358, 0.2700, -0.3835], [-0.0486, -0.0881, 0.0465], [0.3283, 0.1192, 0.3894], [0.0676, -0.0088, -0.1313], [-0.0802, -0.1052, -0.0743], [-0.1597, -0.4431, 0.1453], [0.0057, -0.0184, 0.2184], [-0.0342, -0.0910, 0.0362], [0.0520, -0.0571, -0.0623], [0.0216, -0.0197, 0.0782], [0.0618, 0.0319, 0.2345]],
  "energy_ha": -3444.3256,
  "s2": 16.094,
  "gap_ev": [4.006, 7.790],
  "total_charge": 1,
  "lumo_energy_ev": [-2.06, -2.60],
  "relative_energy_kj_mol": 162.5,
  "homo_ev": [-6.0678, -10.3902],
  "multiplicity": 8
}